A structure of composition C29H42BrF24GaIO4 in a non-equilibrium geometry, computed with the ωB97M-V functional and the def2-TZVPD basis.

- gap between HOMO and LUMO (eV) = 6.39
- net charge = -1

```
102
Properties=species:S:1:pos:R:3:forces:R:3:lowdin_charge:R:1
C 1.70132 -3.69692 2.36758 -0.174 0.527 -0.478 -0.13
C 0.33029 -3.48618 1.72774 0.670 -0.769 -0.005 -0.43
C -0.35383 -4.74335 1.23394 -0.727 1.092 -0.418 -0.75
I 0.82616 -5.69772 -0.30013 0.072 -0.196 0.080 0.77
Ga -2.26868 -4.26576 0.56319 -0.467 -0.422 0.127 0.39
C -2.55757 -2.25585 0.77492 0.197 -0.702 0.119 -0.17
C -3.57299 -5.18450 1.89896 0.311 0.629 -0.774 -0.24
C -3.95861 -4.33272 3.08274 0.291 -0.342 0.390 -0.39
C -2.82610 -4.27702 4.09283 -0.387 0.375 -0.292 -0.56
Br -2.38815 -2.46876 4.71603 -0.010 0.020 0.164 0.62
C -2.74952 -5.02902 -1.27286 1.047 0.274 0.480 -0.25
C -2.01956 -4.50201 -2.50620 -0.802 0.230 0.127 -0.33
C -1.54366 -3.07398 -2.44337 -0.017 0.008 -0.468 -0.24
C -0.96810 -2.62637 -3.77944 0.246 0.147 0.125 -0.20
C 0.34256 -1.88600 -3.63514 -0.074 0.034 0.258 -0.17
C 0.23125 -0.69994 -2.70623 0.126 -0.203 -0.360 -0.25
O -0.91805 0.05298 -3.00140 -0.027 0.223 -0.136 -0.17
C -1.54158 0.65839 -1.89614 -0.259 -0.178 -0.355 -0.10
H 2.18753 -4.55480 1.94375 0.272 -0.570 -0.036 0.00
H 1.65104 -3.76559 3.43562 -0.069 -0.289 0.676 0.06
H 2.33116 -2.85598 2.13731 0.448 0.515 0.020 0.05
H 0.42401 -2.78063 0.92039 -0.110 0.475 -0.355 0.07
H -0.32903 -3.08117 2.47711 -0.444 0.506 0.240 0.06
H -0.43101 -5.39279 2.08332 0.153 -0.987 0.192 0.00
H -3.44998 -1.88774 0.29507 -0.475 0.106 -0.288 -0.01
H -1.71361 -1.74782 0.35451 0.580 0.508 -0.431 -0.04
H -2.58365 -1.97142 1.81582 -0.098 0.114 0.485 -0.06
H -3.21378 -6.15619 2.20665 0.156 -0.461 0.254 0.04
H -4.47141 -5.35754 1.32313 -0.414 -0.228 -0.339 0.04
H -4.24538 -3.34130 2.78428 -0.084 0.522 -0.285 0.05
H -4.80367 -4.75124 3.60689 -0.621 -0.085 0.283 0.08
H -3.08407 -4.83281 4.96554 0.035 -0.254 0.731 0.04
H -1.92788 -4.67027 3.67096 0.713 -0.048 -0.220 0.03
H -2.53285 -6.08416 -1.22091 -0.045 -0.651 0.192 0.03
H -3.81808 -4.95423 -1.37904 -0.614 0.204 -0.108 0.03
H -1.17649 -5.11747 -2.76929 0.462 -0.416 0.018 0.06
H -2.69691 -4.54965 -3.35003 -0.247 -0.144 -0.580 0.10
H -0.80535 -2.97302 -1.66424 0.370 -0.014 0.471 0.08
H -2.36339 -2.42974 -2.18961 -0.512 0.401 0.416 0.11
H -1.65150 -1.99712 -4.31978 -0.522 0.293 -0.200 0.10
H -0.82694 -3.50274 -4.38469 0.275 -0.499 -0.471 0.10
H 1.04665 -2.56108 -3.17141 0.524 -0.280 0.092 0.11
H 0.75477 -1.57236 -4.57888 0.086 0.069 -0.609 0.10
H 1.11558 -0.08297 -2.79600 0.492 0.396 -0.034 0.11
H 0.22398 -1.08448 -1.70372 -0.311 -0.032 0.794 0.10
H -1.02455 0.48420 -0.97176 0.412 -0.022 0.423 0.05
H -2.52055 0.23263 -1.77643 -0.660 -0.260 0.104 0.08
H -1.67425 1.71712 -2.06713 0.141 0.507 -0.065 0.08
C 1.75873 2.26400 -0.33428 -0.599 0.252 -0.217 -0.03
C 1.70966 1.14190 0.71302 0.299 -0.140 -0.454 -0.45
C 2.19563 1.49161 2.11831 0.013 -0.109 0.278 -0.30
F 3.50157 1.85471 2.09776 -0.334 -0.126 0.271 0.08
F 2.07118 0.40403 2.90937 0.043 0.088 -0.058 0.11
F 2.37453 0.06530 0.24524 -0.118 -0.021 0.124 0.14
F 0.40204 0.80097 0.83967 -0.124 0.054 0.238 0.11
O 2.87547 2.25897 -1.19996 0.105 -0.319 0.104 0.06
C 4.03267 2.85567 -0.82283 -0.327 0.185 0.004 -0.54
C 5.16807 1.84002 -0.72506 0.296 -0.132 0.026 -0.28
F 4.87106 0.90156 0.19146 0.225 0.068 -0.175 0.11
F 6.29535 2.48245 -0.33492 0.015 -0.015 -0.032 0.10
F 3.88892 3.55493 0.31558 0.278 0.209 -0.200 0.15
F 4.36965 3.74297 -1.80156 0.085 -0.005 0.106 0.12
H 0.90969 2.08598 -0.99102 -0.001 -0.122 -0.022 0.14
H 1.60028 3.24461 0.11320 0.107 -0.045 0.169 0.15
H 1.59917 2.30552 2.54157 0.039 0.000 -0.024 0.17
H 5.33388 1.36269 -1.69327 -0.013 0.032 -0.001 0.18
C 8.44092 5.29099 -5.39579 0.625 -0.300 -0.068 -0.05
C 7.78135 5.84824 -6.66489 -0.316 -0.264 0.217 -0.45
C 7.71597 7.36899 -6.79614 -0.035 0.222 -0.146 -0.30
F 6.98080 7.90808 -5.80023 0.140 0.101 -0.429 0.09
F 7.12594 7.67965 -7.97631 0.044 -0.008 0.106 0.10
F 6.54828 5.32215 -6.80580 0.098 0.013 -0.140 0.14
F 8.53750 5.41530 -7.71604 0.124 0.096 -0.022 0.10
O 7.57523 4.89922 -4.35990 -0.338 0.112 -0.184 0.06
C 7.13123 5.82616 -3.45883 0.290 -0.074 0.067 -0.54
C 5.61461 5.97089 -3.53470 -0.368 0.232 -0.065 -0.28
F 5.24360 6.37303 -4.77160 -0.046 -0.039 0.251 0.10
F 5.21656 6.91146 -2.64686 0.034 -0.002 0.011 0.10
F 7.75518 7.01133 -3.61957 -0.051 -0.072 0.340 0.14
F 7.43410 5.36968 -2.22710 -0.007 0.079 0.109 0.15
H 8.92676 4.36825 -5.70475 -0.053 -0.057 -0.086 0.15
H 9.23179 5.94668 -5.03222 -0.087 0.173 -0.083 0.15
H 8.72089 7.80175 -6.78191 -0.032 -0.010 0.018 0.17
H 5.12926 5.02910 -3.30832 0.014 -0.121 0.022 0.15
C -5.61168 -0.61012 5.72044 0.595 -0.303 0.197 -0.05
C -6.59643 -1.34306 4.80024 -0.219 0.141 0.394 -0.44
C -6.71305 -0.83046 3.36626 -0.001 -0.085 -0.277 -0.29
F -7.15438 0.45103 3.34923 0.004 -0.315 -0.200 0.08
F -7.61539 -1.59419 2.70473 0.037 0.092 0.047 0.10
F -7.82092 -1.37413 5.38392 0.053 -0.080 -0.111 0.12
F -6.16213 -2.62463 4.70670 0.076 -0.057 -0.075 0.11
O -6.16828 0.35318 6.59839 -0.359 -0.110 -0.161 0.05
C -6.37461 1.62674 6.17344 0.302 -0.138 0.004 -0.56
C -7.86106 1.97492 6.20944 -0.262 0.152 -0.031 -0.28
F -8.55813 1.15178 5.40300 -0.035 0.210 0.127 0.10
F -8.02742 3.24581 5.76801 -0.024 0.007 0.032 0.09
F -5.84568 1.84849 4.95764 0.034 0.289 0.191 0.15
F -5.75311 2.45542 7.04805 0.012 0.158 -0.014 0.14
H -5.20967 -1.37287 6.38191 -0.046 -0.085 0.014 0.14
H -4.75853 -0.21546 5.17194 -0.111 0.042 -0.178 0.13
H -5.74893 -0.89418 2.85241 -0.024 0.012 0.025 0.18
H -8.24372 1.88996 7.22845 0.036 0.013 0.004 0.17
```
Positions in Å, forces in eV/Å.

---

A structure of composition C29H42N3PdS2SbSi3, computed with the ωB97M-V functional and the def2-TZVPD basis.

- gap between HOMO and LUMO (eV) = 7.99
- net charge = 0
- energy above the lowest of the compared OMol25 structures with the same formula, charge and spin (eV) = 0.000

```
81
Properties=species:S:1:pos:R:3:forces:R:3:lowdin_charge:R:1
Pd -0.69649 0.38004 2.78024 -0.053 -0.178 0.072 0.70
C -1.64008 -0.84901 -2.12555 -0.062 -0.011 0.055 -0.33
Sb -0.52287 0.23578 -0.61016 -0.001 0.082 -0.057 1.44
C -1.07327 -0.91492 1.13951 -0.082 0.001 0.061 -0.57
C -0.23721 -1.93908 1.80687 0.096 0.028 -0.070 -0.42
C 0.09756 -3.25318 1.48949 -0.146 -0.041 0.036 -0.04
C 0.83330 -3.98720 2.40186 0.012 0.048 0.047 -0.04
C 1.22535 -3.41724 3.61077 0.035 -0.021 -0.038 -0.05
C 0.85347 -2.11456 3.87415 -0.011 0.029 0.039 -0.10
N 0.14329 -1.42501 2.98792 -0.085 0.027 -0.087 -0.05
Si -2.88050 -1.42402 1.28372 0.040 0.039 -0.067 0.40
C -3.31319 -2.91551 0.21785 0.042 -0.015 0.037 -0.17
C -4.01188 -0.00643 0.82075 0.017 -0.004 -0.016 -0.18
C -3.22582 -1.94839 3.05143 0.000 0.060 0.026 -0.18
C 1.51082 -0.11314 -1.49338 0.025 -0.045 0.101 -0.55
C 2.43187 0.06604 -0.31854 0.035 -0.057 0.018 -0.43
C 3.82894 0.09620 -0.42766 -0.006 0.024 -0.012 -0.05
C 4.59704 0.35643 0.68954 0.000 -0.004 0.010 -0.05
C 3.97130 0.59009 1.90670 0.009 -0.008 -0.013 -0.06
C 2.59197 0.53645 1.93944 0.003 0.020 -0.005 -0.13
N 1.84539 0.27296 0.86575 0.041 0.048 -0.041 0.04
Si 1.72718 1.46074 -2.56724 -0.005 0.006 -0.007 0.41
C 3.25379 1.40405 -3.66444 0.001 -0.032 0.011 -0.17
C 0.27597 1.75440 -3.72244 -0.005 -0.036 0.007 -0.19
C 1.90311 2.93535 -1.42543 -0.034 -0.011 0.019 -0.17
Si 1.79542 -1.72336 -2.44383 -0.024 0.006 -0.017 0.45
C 1.16585 -3.18984 -1.46811 0.058 0.018 -0.067 -0.17
C 0.98168 -1.71984 -4.13505 0.022 0.013 -0.022 -0.17
C 3.61127 -2.10892 -2.76609 -0.012 0.015 -0.002 -0.18
H -2.69808 -0.74455 -1.88392 -0.002 -0.017 -0.005 -0.01
H -1.39885 -1.90792 -2.19449 -0.024 0.019 -0.015 -0.01
H -1.46759 -0.37399 -3.08922 -0.015 0.021 -0.003 -0.02
H -0.22067 -3.68091 0.55019 -0.047 0.009 0.220 0.09
H 1.10285 -5.01116 2.17622 -0.002 -0.012 0.003 0.11
H 1.80128 -3.97260 4.33660 -0.009 -0.009 0.000 0.10
H 1.10605 -1.61116 4.79841 0.000 0.017 0.002 0.12
H -3.17343 -2.74335 -0.84809 0.000 0.008 -0.027 0.01
H -4.36120 -3.17997 0.38083 -0.021 0.003 -0.003 0.03
H -2.71812 -3.78646 0.50214 0.024 -0.017 0.003 0.02
H -3.79390 0.39343 -0.17192 -0.017 0.013 -0.008 0.01
H -3.93204 0.81332 1.53623 0.002 0.006 0.007 0.02
H -5.04896 -0.34977 0.81205 -0.015 -0.004 0.015 0.04
H -2.60185 -2.79661 3.34382 0.015 -0.007 0.008 0.03
H -4.26977 -2.25546 3.15270 -0.010 -0.011 -0.003 0.03
H -3.03937 -1.13483 3.75596 -0.009 -0.014 0.007 0.02
H 4.29927 -0.06541 -1.38453 0.012 -0.004 -0.008 0.08
H 5.67667 0.38682 0.61025 0.002 0.000 -0.002 0.11
H 4.53315 0.81021 2.80309 0.006 0.003 0.011 0.10
H 2.04902 0.72183 2.86086 -0.009 0.004 -0.002 0.07
H 3.25739 0.55200 -4.34563 -0.009 -0.006 -0.013 0.02
H 4.18401 1.39153 -3.09475 0.004 -0.009 0.002 0.03
H 3.26113 2.30938 -4.27669 0.004 0.026 -0.003 0.04
H 0.12457 0.93008 -4.42087 -0.020 0.021 0.016 0.02
H 0.49767 2.64826 -4.31120 0.003 0.016 -0.004 0.04
H -0.66092 1.93850 -3.19503 -0.015 -0.002 0.020 0.02
H 2.84517 2.90233 -0.87505 0.017 0.001 0.018 0.03
H 1.08975 2.97769 -0.69726 0.014 0.014 -0.006 0.02
H 1.88432 3.86202 -2.00364 0.007 0.005 -0.018 0.04
H 0.08220 -3.16886 -1.34742 0.046 0.008 -0.047 0.01
H 1.62056 -3.20453 -0.47493 0.038 0.004 -0.128 0.03
H 1.43155 -4.11998 -1.97547 0.013 -0.022 -0.026 0.05
H -0.10026 -1.60436 -4.10420 0.052 -0.006 -0.011 0.01
H 1.19819 -2.68061 -4.60927 0.011 -0.018 -0.012 0.04
H 1.39028 -0.94158 -4.78249 0.012 -0.012 -0.013 0.02
H 4.16290 -2.31470 -1.84815 0.001 -0.007 0.015 0.03
H 4.13572 -1.32588 -3.31528 0.006 0.005 0.005 0.02
H 3.64516 -3.01501 -3.37728 -0.001 -0.011 -0.012 0.04
S -0.26347 1.63351 4.82904 0.026 0.011 0.056 0.52
C -1.22303 2.69290 3.89373 -0.015 0.059 -0.097 -1.15
N -1.54319 2.31960 2.67385 -0.018 -0.048 0.034 -0.11
C -2.28305 3.28540 2.00287 0.042 -0.007 -0.016 -0.30
C -2.72381 3.23801 0.68343 -0.029 -0.004 0.005 -0.04
C -3.44499 4.30466 0.18083 0.013 -0.024 0.002 -0.08
C -3.72894 5.42133 0.96848 -0.002 0.010 0.000 -0.09
C -3.28015 5.49050 2.27442 0.000 -0.001 0.005 -0.09
C -2.55450 4.41984 2.77921 0.013 -0.021 0.010 -0.47
S -1.83934 4.24852 4.35758 0.017 -0.003 0.011 1.04
H -2.48240 2.38356 0.06952 -0.009 -0.002 0.000 0.04
H -3.79009 4.27377 -0.84422 -0.006 0.000 -0.010 0.10
H -4.29627 6.24343 0.55340 -0.002 0.005 -0.003 0.10
H -3.48389 6.35834 2.88722 -0.003 0.008 0.006 0.11
```
Positions in Å, forces in eV/Å.

---

Record-wise M values, in g/mol: 1187.1, 809.2
Record-wise calculated total energy values, in Ha: -8624.46777, -3327.64121